147
Properties=species:S:1:pos:R:3:forces:R:3 method="wB97M-V/def2-TZVPD" orbital_gap_ev=4.1 energy_ha=-6977.0191 multiplicity=1 charge=-1 e_homo_ev=-3.080 lumo_energy_ev=1.007
Hg -2.784094 0.582658 2.396410 -3.16 1.20 0.05
Hg -2.016910 -1.627976 -1.427822 -0.41 3.00 1.19
O -4.770920 0.434278 -3.833143 -0.33 -0.73 -2.13
C -4.307337 0.651175 -2.620354 -1.39 3.60 5.03
O -4.861140 1.544050 -1.907793 -0.11 -0.82 -2.29
O -3.373595 0.006486 -2.154666 2.66 -2.55 -0.52
H -5.431454 1.130889 -3.838284 -0.59 0.25 -0.45
O 0.853298 1.409748 -0.100797 2.01 1.10 -1.11
C -0.214797 0.750855 0.193355 -3.21 -1.24 2.59
O -0.904491 1.211530 1.126010 0.04 2.20 1.03
O -0.473812 -0.300406 -0.274121 -0.21 -6.18 -4.30
H 0.466290 1.938836 0.600557 1.67 3.74 1.45
O -3.262652 -3.070818 -0.159305 -0.33 -3.68 -0.91
C -3.600672 -2.356251 0.879736 -3.26 4.63 6.35
O -3.160623 -1.199126 0.835571 2.15 1.43 -2.15
O -4.362833 -2.663854 1.836064 1.03 -2.68 -2.47
H -3.546883 -3.919212 0.188614 0.03 -1.18 -0.69
C -3.894842 3.626241 2.282934 -1.85 -0.90 -0.71
O -3.969997 2.576369 1.373126 2.08 -1.09 0.61
H -3.292754 4.518650 2.112054 1.41 0.00 -0.39
H -4.871912 4.090234 2.148288 -0.78 0.46 0.88
H -3.763876 3.251602 3.298109 0.02 0.48 0.50
C -4.267794 -0.367226 5.432684 -0.49 0.60 -2.54
O -4.298505 -0.409485 3.997643 0.95 0.26 0.48
H -4.728147 0.562983 5.765661 0.44 0.63 0.43
H -4.978493 -1.094687 5.824870 0.16 -0.78 0.13
H -3.261793 -0.504299 5.829260 0.13 -0.01 0.44
C 5.915707 -2.164773 -2.025776 0.09 -0.23 1.68
C 5.229562 -0.849729 -1.860432 -0.76 0.37 -1.48
C 6.242158 0.139577 -1.401046 0.62 -0.04 0.26
S 6.808268 -0.594349 0.125850 -0.75 2.15 -1.40
O 5.778569 -0.178496 1.060533 0.24 -1.42 0.54
O 8.168019 -0.191349 0.413980 -0.13 -0.97 0.05
C 6.673198 -2.297681 -0.612768 -0.06 0.00 -0.87
H 6.577382 -2.226823 -2.889747 0.38 0.27 0.30
H 5.091054 -2.837798 -2.260513 0.36 -0.77 0.64
H 4.434004 -1.000637 -1.130759 -0.23 0.42 -0.12
H 4.809801 -0.607966 -2.836884 -0.39 0.48 0.27
H 5.854705 1.143251 -1.226084 0.33 -0.02 0.00
H 7.127505 0.061665 -2.032058 -0.05 0.64 -0.37
H 6.154874 -2.911039 0.124276 0.39 -0.27 -0.17
H 7.718593 -2.515104 -0.831790 -0.08 -0.57 0.64
C 5.449684 3.648669 1.688568 0.62 0.03 0.48
C 4.788960 2.581113 2.554448 -1.56 -0.53 -0.64
C 3.625268 1.947315 1.667272 0.20 1.10 -0.75
S 2.947760 3.476865 0.721036 0.08 0.27 -2.04
O 1.736456 4.054105 1.327329 1.26 -0.98 -0.10
O 2.901469 3.308505 -0.768688 0.57 0.02 2.95
C 4.377592 4.534369 1.200344 -1.87 0.68 -0.52
H 6.040985 3.163515 0.911982 -0.14 0.00 -0.23
H 6.130833 4.309769 2.224355 0.26 -0.37 0.36
H 4.169086 2.960750 3.366687 0.65 0.62 0.41
H 5.566963 1.935251 2.961487 -0.53 -0.56 -0.22
H 2.730330 1.568214 2.160705 0.27 -0.05 0.42
H 3.938735 1.228088 0.910606 0.08 0.22 0.03
H 3.946434 5.089495 2.033442 0.06 0.04 0.19
H 4.592716 5.283584 0.438432 0.05 -0.42 -0.30
C 0.493312 -3.761330 4.165765 -0.72 -0.01 -0.19
C 1.339964 -3.625304 2.928776 2.09 0.98 -0.18
C 1.075903 -2.277088 2.205136 -1.71 0.01 0.57
S 0.392332 -1.116664 3.555569 -0.99 2.60 1.66
O -1.028736 -0.704440 3.235595 4.55 -2.55 1.09
O 1.299159 -0.008826 4.046223 -1.42 -2.54 -1.74
C 0.498384 -2.416230 4.897546 -0.75 -0.98 -0.54
H 0.836269 -4.543734 4.842765 0.23 -0.03 -0.11
H -0.500336 -4.072407 3.843280 -0.33 0.30 0.23
H 1.376580 -4.519191 2.306105 -0.62 0.17 -0.38
H 2.382014 -3.542129 3.237533 0.29 -0.07 0.31
H 0.190462 -2.342229 1.572788 -0.02 0.12 -0.22
H 1.872839 -1.808294 1.627873 0.10 -0.06 0.40
H -0.335977 -2.424913 5.598871 -0.16 0.76 -0.26
H 1.416620 -2.374939 5.483412 0.15 0.76 -0.38
C 1.733515 -6.285170 -0.933433 -0.06 -0.37 -1.97
C 0.307344 -6.697766 -0.495209 1.54 -0.10 -0.07
C -0.559015 -6.326888 -1.679438 0.05 0.96 -0.61
S 0.005974 -4.553773 -2.203453 0.57 -1.34 1.26
O -0.711312 -3.506784 -1.487391 1.01 -1.87 -0.06
O 0.145244 -4.481798 -3.643442 0.04 -0.17 0.97
C 1.641111 -4.873749 -1.320076 -0.38 2.66 0.32
H 1.916822 -6.794624 -1.879456 0.27 -0.82 0.13
H 2.638825 -6.363488 -0.331457 -0.52 -0.60 0.58
H -0.012285 -6.173793 0.405565 0.01 -0.24 0.14
H 0.451422 -7.769676 -0.359765 -1.02 -0.09 0.30
H -1.633463 -6.405468 -1.513666 0.10 0.33 -0.05
H -0.267991 -6.902964 -2.557808 -0.16 -0.07 -0.04
H 1.645815 -4.414712 -0.331461 -0.68 1.10 -0.24
H 2.456434 -4.389968 -1.857938 -0.11 -0.34 -0.38
C -6.555065 -3.932193 -1.980402 -0.21 -0.57 -1.12
C -5.551552 -5.074610 -1.722448 0.12 0.54 -1.97
C -4.730739 -5.107717 -3.119275 0.83 1.59 2.31
S -4.342317 -3.302800 -3.519773 0.70 -2.77 5.23
O -4.520425 -3.193753 -4.881301 -0.74 1.08 -4.70
O -3.009118 -2.964424 -2.976749 -1.97 -0.83 -1.01
C -5.753010 -2.686299 -2.539857 -0.59 -0.17 0.48
H -7.276102 -3.768090 -1.179604 0.75 0.68 0.52
H -7.255604 -4.303079 -2.728591 0.16 0.21 -0.68
H -5.934320 -6.091385 -1.634465 -0.58 0.27 0.31
H -5.106639 -4.771139 -0.774792 1.04 -0.47 -0.42
H -5.310056 -5.469993 -3.968534 -0.16 -0.03 0.31
H -3.772728 -5.620555 -3.033771 -0.03 -0.04 -0.18
H -6.367222 -2.108926 -3.230856 0.17 0.07 0.03
H -5.383447 -2.019466 -1.760842 0.08 -0.04 0.06
C -0.064159 0.314214 -5.884432 1.03 -0.45 -1.96
C -0.648383 1.214881 -4.849614 -1.26 0.71 1.35
C 0.262781 1.144377 -3.654209 0.95 -1.54 0.03
S 0.734876 -0.693755 -3.588202 2.93 2.03 -2.27
O -0.364091 -1.403315 -3.049268 -1.00 -1.09 0.33
O 2.104398 -0.874984 -3.095331 -1.43 -0.10 -0.17
C 0.678713 -1.010445 -5.492841 -1.51 1.87 1.97
H 0.722266 0.944951 -6.298924 -0.06 -0.14 -0.73
H -0.814012 0.058182 -6.632938 0.19 0.29 -0.22
H -1.713501 1.079449 -4.661783 0.08 -0.68 0.48
H -0.638120 2.250337 -5.189938 0.22 0.02 -0.31
H -0.026916 1.462225 -2.652637 -0.29 -0.21 -0.13
H 1.187725 1.645648 -3.939332 0.27 -0.08 0.31
H -0.000967 -1.834713 -5.708965 0.50 -0.30 0.42
H 1.656591 -1.052567 -5.972510 -0.12 -0.26 0.45
C -1.557882 4.196888 -2.830264 2.17 -0.37 1.51
C -1.280524 4.282116 -1.296734 -1.23 1.54 0.45
C -0.054463 5.242662 -1.098613 -0.13 -1.14 0.71
S -0.453408 6.703830 -2.069319 0.50 -1.40 -2.04
O 0.744613 7.219805 -2.804918 -2.11 -0.32 1.67
O -1.394234 7.589018 -1.361499 1.57 -1.02 -0.81
C -1.386032 5.596789 -3.310537 0.10 2.37 -0.61
H -2.424461 3.634144 -3.177341 -0.18 0.33 0.45
H -0.657776 3.659929 -3.129584 -0.06 -0.29 -0.72
H -1.207479 3.315527 -0.798257 0.15 0.19 0.04
H -2.124231 4.829538 -0.876512 -0.32 -0.44 0.41
H 0.799071 4.618197 -1.362485 0.52 0.81 -0.93
H 0.225246 5.570519 -0.097429 -0.75 -0.13 0.27
H -0.729023 5.682239 -4.176067 -0.21 0.05 -0.12
H -2.294688 6.173051 -3.484790 -0.18 -0.24 -0.10
C 0.219112 5.319564 4.620632 1.13 1.48 -0.65
C 1.355535 4.487660 5.330529 -2.06 0.00 0.55
C 1.056202 3.032202 4.893206 0.16 0.56 0.58
S -0.770934 2.911547 5.036189 -2.32 0.39 -2.69
O -1.168087 2.861607 6.445767 0.82 -0.50 -1.33
O -1.372137 2.065866 3.960226 1.67 0.83 3.01
C -1.118923 4.608630 4.414818 1.46 -0.62 -0.14
H 0.657121 5.601822 3.663256 -0.32 -0.25 -0.42
H 0.003766 6.302215 5.040301 0.44 -0.08 0.69
H 1.166351 4.705533 6.381638 0.41 -0.73 0.33
H 2.381804 4.776639 5.103897 -0.22 0.17 -0.31
H 1.522815 2.224898 5.457680 -0.19 0.13 0.16
H 1.402305 2.962208 3.861990 -0.65 -0.32 -0.22
H -1.999698 5.057894 4.873623 0.27 -0.27 0.32
H -1.261986 4.584139 3.334524 -0.45 -0.66 0.19